No. 1
This record from OMol25 describes the ion C4H7N3 with charge +2. The level of theory is wB97M-V/def2-TZVPD.

Its HOMO energy is -0.7219 hartree. The calculation puts the total energy at -319.998403 hartree. The SMILES is C#[N+][C@@]1(N)[NH+]=C1C. The total charge is +2. The LUMO energy comes out at -10.12 eV. The calculation puts the HOMO-LUMO gap at 9.525 eV.

Last column: Mulliken charge in e.
Element x y z (Å)
C (-0.971918, 1.317617, -2.220251)  0.234
N (-0.627379, 0.794580, -1.212300)  -0.019
C (-0.456759, 0.395814, 0.059730)  0.435
N (-0.628472, 1.511570, 1.321421)  -0.502
N (-1.032708, -0.942499, 0.448628)  -0.104
C (0.241904, -0.970159, 0.327284)  0.164
C (1.527880, -1.533886, 0.364540)  -0.759
H (-1.182088, 1.808531, -3.153130)  0.507
H (-0.962122, 2.330916, 0.978499)  0.284
H (0.419134, 1.687433, 1.610727)  0.336
H (-1.990730, -1.388937, 0.542158)  0.324
H (1.695512, -2.149150, -0.537095)  0.363
H (1.803694, -2.178737, 1.334235)  0.381
H (2.164052, -0.683094, 0.135555)  0.356

Atomic forces in eV per Å
C 2.039 -2.531 4.936
N -2.568 3.427 -6.665
C -0.168 -0.432 6.220
N 4.736 -5.940 -1.191
N 0.546 0.727 -1.066
C -3.318 2.022 0.175
C 1.829 -1.639 1.119
H -0.169 0.151 -0.479
H -1.392 3.240 -1.634
H -2.568 -0.244 -0.541
H 1.375 0.186 0.232
H -0.352 -0.396 0.258
H -0.668 1.491 -2.086
H 0.679 -0.061 0.721


No. 2
This record from OMol25 describes an isolated molecule of C2H4N2S2. The level of theory is wB97M-V/def2-TZVPD.

Its HOMO energy is -0.3140 hartree. The calculation puts the total energy at -984.459184 hartree. The SMILES is S=CN/C=N/S. The total charge is 0. The LUMO energy comes out at 0.06 eV. The calculation puts the HOMO-LUMO gap at 8.600 eV.

Last column: Mulliken charge in e.
Element x y z (Å)
S (-3.296878, -0.113318, 0.004033)  -0.316
C (-1.825182, 0.451498, -0.031275)  0.015
N (-0.631301, -0.253166, -0.021444)  -0.142
C (0.636790, 0.268034, -0.000052)  0.182
N (1.628374, -0.532290, 0.023837)  -0.450
S (3.177328, 0.148682, -0.011948)  -0.136
H (-1.630876, 1.557338, 0.061902)  0.189
H (-0.733130, -1.262561, 0.053695)  0.282
H (0.628216, 1.346575, 0.138987)  0.220
H (3.799427, -1.026178, 0.043272)  0.157

Atomic forces in eV per Å
S -1.493 -0.876 -0.123
C 2.979 1.767 0.678
N -1.983 -0.504 -0.031
C 0.362 -0.422 0.709
N -0.539 0.612 -0.406
S 0.045 0.141 0.133
H -0.121 -0.969 -0.372
H 0.215 0.162 -0.226
H 0.391 0.199 -0.377
H 0.144 -0.110 0.015


No. 3
This record from OMol25 describes a cluster of 2 separate species, C2H6NO3 in total. The level of theory is wB97M-V/def2-TZVPD.

Its HOMO energy is -0.1756 hartree. The calculation puts the total energy at -360.348116 hartree. The total charge is -1. The LUMO energy comes out at 4.21 eV. The calculation puts the HOMO-LUMO gap at 8.992 eV.

Last column: Mulliken charge in e.
Element x y z (Å)
C (0.420052, -2.091464, -0.832474)  -0.684
N (-0.418026, -1.019206, -0.455912)  -0.374
C (0.019094, -0.192208, 0.707106)  0.651
O (-0.185416, 1.068541, 0.711026)  -0.774
O (0.628884, -0.869810, 1.567301)  -0.736
H (1.064644, -2.110513, 0.071902)  0.302
H (-0.066213, -3.112371, -1.034426)  0.174
H (1.083361, -1.770252, -1.652553)  0.229
H (-0.706960, -0.282114, -1.116528)  0.252
H (-0.627138, 1.925374, -0.444841)  0.458
H (0.391527, 2.918490, -0.900146)  0.274
O (-0.549456, 2.709752, -1.150805)  -0.770

Atomic forces in eV per Å
C 1.133 -0.556 0.222
N -1.801 3.721 0.847
C 1.078 -1.526 0.328
O -0.443 -1.768 -0.102
O -0.440 1.002 -0.143
H -0.115 -0.985 -0.511
H 0.485 1.507 0.230
H -0.186 -0.568 -0.208
H 0.265 -1.214 -0.281
H 0.038 1.134 -0.941
H -1.385 -0.030 -0.619
O 1.372 -0.717 1.178


No. 4
This record from OMol25 describes the ion C2H7N4S with charge +1. The level of theory is wB97M-V/def2-TZVPD.

Its HOMO energy is -0.4886 hartree. The calculation puts the total energy at -697.188630 hartree. The total charge is +1. The LUMO energy comes out at -4.59 eV. The calculation puts the HOMO-LUMO gap at 8.706 eV.

Last column: Mulliken charge in e.
Element x y z (Å)
C (-0.959898, 1.485262, -0.138786)  0.523
C (1.907774, -1.314128, 1.230984)  -0.783
N (-1.879668, 1.440044, -2.348643)  -0.650
N (-1.658072, 1.317509, -1.070186)  0.287
N (-0.230860, -0.410987, 0.615676)  -0.582
N (0.868284, -0.942999, 0.368129)  0.154
S (-0.194761, 1.579709, 1.240950)  -0.218
H (2.734587, -0.885278, 0.764658)  0.356
H (1.845769, -0.829335, 2.197363)  0.342
H (2.032214, -2.382671, 1.386012)  0.284
H (-2.274912, 0.496147, -2.577761)  0.305
H (-0.703306, -0.556715, 1.537343)  0.388
H (1.093756, -1.188780, -0.589331)  0.282
H (-2.580908, 2.192222, -2.616409)  0.314

Atomic forces in eV per Å
C -2.272 0.548 -2.457
C 0.425 -0.211 1.939
N -2.259 -1.040 -3.182
N 1.811 1.461 3.498
N -2.157 -1.253 1.179
N 0.063 -1.497 -0.849
S 1.018 1.480 1.432
H 2.064 0.224 -0.504
H -0.396 0.074 0.251
H -0.142 -0.116 -0.200
H 0.219 1.358 -0.731
H 1.134 -0.606 -0.823
H -0.562 0.731 -0.352
H 1.055 -1.153 0.798


Please write out number 3 again, unchanged.
This record from OMol25 describes a cluster of 2 separate species, C2H6NO3 in total. The level of theory is wB97M-V/def2-TZVPD.

Its HOMO energy is -0.1756 hartree. The calculation puts the total energy at -360.348116 hartree. The total charge is -1. The LUMO energy comes out at 4.21 eV. The calculation puts the HOMO-LUMO gap at 8.992 eV.

Last column: Mulliken charge in e.
Element x y z (Å)
C (0.420052, -2.091464, -0.832474)  -0.684
N (-0.418026, -1.019206, -0.455912)  -0.374
C (0.019094, -0.192208, 0.707106)  0.651
O (-0.185416, 1.068541, 0.711026)  -0.774
O (0.628884, -0.869810, 1.567301)  -0.736
H (1.064644, -2.110513, 0.071902)  0.302
H (-0.066213, -3.112371, -1.034426)  0.174
H (1.083361, -1.770252, -1.652553)  0.229
H (-0.706960, -0.282114, -1.116528)  0.252
H (-0.627138, 1.925374, -0.444841)  0.458
H (0.391527, 2.918490, -0.900146)  0.274
O (-0.549456, 2.709752, -1.150805)  -0.770

Atomic forces in eV per Å
C 1.133 -0.556 0.222
N -1.801 3.721 0.847
C 1.078 -1.526 0.328
O -0.443 -1.768 -0.102
O -0.440 1.002 -0.143
H -0.115 -0.985 -0.511
H 0.485 1.507 0.230
H -0.186 -0.568 -0.208
H 0.265 -1.214 -0.281
H 0.038 1.134 -0.941
H -1.385 -0.030 -0.619
O 1.372 -0.717 1.178


Q: Which of these has the highest total charge?
A: C4H7N3


Q: The lowest total charge belongs to which entry?
A: C2H6NO3


Q: The highest HOMO energy belongs to which entry?
A: C2H6NO3